Density functional theory data (the ωB97M-V functional and the def2-TZVPD basis) for a 8-piece molecular cluster, C33H65N3O7S overall in a non-equilibrium geometry.

```
109
Properties=species:S:1:pos:R:3:forces:R:3:lowdin_charge:R:1
C -0.853 -4.169 4.491 0.4 0.6 0.0 -0.129
C -2.034 -4.088 3.395 0.1 -0.6 0.2 -0.241
C -1.601 -3.348 2.017 -0.8 0.1 0.2 -0.200
C -2.370 -1.923 1.942 1.7 0.8 -0.1 -0.154
C -1.439 -0.746 1.313 1.5 -0.1 -1.5 -0.102
C -0.299 -1.045 0.284 -1.7 3.9 2.3 0.044
C 0.596 0.163 -0.264 -0.8 2.3 0.9 -0.074
C 1.806 -0.083 -1.300 2.0 -1.2 -1.3 -0.149
C 2.073 0.807 -2.552 2.0 -1.9 0.0 -0.028
C 3.285 0.572 -3.536 -0.5 -2.5 3.5 -0.049
C 4.257 -0.609 -3.251 -2.9 0.4 2.3 -0.090
C 3.987 -1.540 -2.031 -2.3 2.5 -0.3 -0.081
C 2.780 -1.302 -1.046 0.7 2.3 -3.1 -0.022
C 0.346 1.631 0.197 -1.5 -2.3 0.4 -0.120
N 1.095 2.807 -0.256 -0.3 -2.1 0.9 -0.029
C 2.533 2.783 0.153 1.0 1.1 0.9 -0.225
C 2.802 2.428 1.695 1.8 -0.1 0.4 -0.232
C 4.425 2.269 1.842 -0.8 -0.8 -0.9 -0.134
C -0.837 1.891 1.235 -1.3 0.1 0.9 -0.183
N -1.223 3.185 1.779 -0.5 -4.8 -0.6 -0.291
S -2.555 2.898 2.800 1.8 -2.4 -1.8 0.888
N -2.791 1.191 2.710 3.9 0.7 -3.0 -0.267
C -1.767 0.718 1.806 1.1 1.3 -0.8 -0.230
H 0.045 -3.516 4.158 -1.4 -1.1 0.5 0.074
H -0.454 -5.227 4.669 -0.7 1.5 -0.3 0.069
H -1.197 -3.747 5.502 0.5 -0.7 -1.5 0.065
H -2.923 -3.557 3.904 1.3 -0.8 -1.1 0.079
H -2.384 -5.158 3.156 0.5 1.6 0.4 0.105
H -1.903 -3.985 1.112 0.5 0.9 1.3 0.109
H -0.460 -3.204 1.970 -1.8 -0.1 0.2 0.096
H -2.541 -1.595 3.039 0.0 -0.4 -2.0 0.091
H -3.345 -1.979 1.338 1.3 0.1 1.2 0.123
H -0.081 -2.104 -0.101 -0.5 1.9 0.8 0.106
H 1.389 1.701 -2.811 1.2 -1.8 0.7 0.107
H 3.441 1.280 -4.418 -0.4 -1.3 1.5 0.071
H 5.174 -0.839 -3.910 -1.7 0.5 1.1 0.089
H 4.681 -2.429 -1.839 -1.2 1.5 -0.3 0.083
H 2.617 -2.016 -0.155 0.3 1.4 -1.6 0.094
H 0.628 3.693 -0.016 0.3 -0.9 0.1 0.109
H 2.931 3.862 -0.011 -0.6 -1.8 0.2 0.135
H 3.201 2.109 -0.492 -1.4 0.8 0.8 0.100
H 2.484 3.235 2.442 0.0 -1.0 -1.3 0.105
H 2.367 1.432 2.049 0.3 1.4 -0.8 0.103
H 4.974 3.248 1.602 -0.7 -1.5 0.6 0.078
H 4.710 1.485 1.034 -0.1 1.4 1.4 0.069
H 4.723 1.805 2.849 -0.4 1.0 -1.4 0.076
C -5.444 -0.892 6.331 -0.1 0.1 0.1 -0.087
C -5.121 -2.244 5.728 0.1 0.3 0.0 -0.306
O -4.882 -2.114 4.331 0.0 -0.2 -0.2 -0.111
H -6.325 -0.458 5.850 0.0 -0.1 0.1 0.080
H -5.635 -0.978 7.404 0.0 0.1 0.0 0.075
H -4.619 -0.191 6.176 0.0 -0.1 0.1 0.074
H -5.956 -2.934 5.866 0.1 0.0 -0.2 0.117
H -4.232 -2.679 6.198 -0.1 -0.1 0.2 0.106
H -4.136 -1.508 4.218 -0.3 0.0 -0.1 0.058
C 7.426 0.951 -1.510 -0.1 -0.1 -0.1 -0.091
C 7.658 2.269 -0.798 0.2 -0.4 0.3 -0.320
O 7.580 2.087 0.608 -0.2 0.1 0.1 -0.103
H 6.447 0.541 -1.249 0.0 0.1 -0.1 0.060
H 7.479 1.078 -2.594 0.0 -0.1 0.0 0.072
H 8.173 0.211 -1.206 0.1 0.1 -0.1 0.067
H 6.898 2.998 -1.087 0.0 0.0 0.2 0.109
H 8.643 2.679 -1.045 0.0 0.1 -0.2 0.105
H 8.263 1.446 0.857 0.0 0.2 -0.2 0.045
C 2.825 -0.445 -8.042 0.0 -0.2 0.0 -0.095
C 1.833 0.664 -7.754 0.4 0.0 -0.1 -0.320
O 2.247 1.411 -6.617 0.0 0.2 0.2 -0.105
H 2.915 -1.112 -7.181 -0.1 0.0 -0.1 0.076
H 2.516 -1.030 -8.911 0.1 0.0 0.0 0.073
H 3.821 -0.033 -8.232 -0.1 0.0 -0.1 0.071
H 0.845 0.248 -7.544 0.1 0.2 0.1 0.114
H 1.747 1.343 -8.609 -0.1 -0.1 -0.1 0.107
H 3.117 1.783 -6.814 -0.2 -0.1 0.0 0.079
C -7.402 -3.930 1.097 -0.1 -0.2 -0.1 -0.093
C -6.856 -2.570 0.708 0.1 -0.1 0.4 -0.332
O -6.777 -1.730 1.852 0.0 0.1 -0.1 -0.094
H -8.394 -3.831 1.547 0.1 0.0 -0.1 0.076
H -7.474 -4.586 0.225 0.0 0.0 0.1 0.073
H -6.759 -4.406 1.843 0.0 0.0 -0.1 0.072
H -7.512 -2.089 -0.020 0.1 0.1 0.1 0.105
H -5.858 -2.660 0.268 0.0 -0.1 -0.2 0.100
H -6.187 -2.158 2.489 0.0 0.2 0.1 0.044
C -6.483 0.525 -2.189 0.2 -0.1 0.1 -0.092
C -6.716 -0.244 -3.474 -0.2 0.2 0.3 -0.316
O -7.782 -1.172 -3.306 -0.2 -0.2 -0.1 -0.092
H -6.244 -0.160 -1.370 0.0 0.0 -0.1 0.071
H -5.664 1.237 -2.304 -0.1 0.0 0.1 0.074
H -7.384 1.069 -1.896 0.1 0.1 -0.1 0.060
H -5.820 -0.805 -3.752 -0.2 -0.1 0.0 0.112
H -6.967 0.434 -4.296 0.2 0.1 0.0 0.109
H -8.572 -0.668 -3.069 0.2 -0.1 -0.1 0.081
C -7.268 4.824 0.050 -0.1 0.1 0.1 -0.094
C -6.945 3.473 -0.556 0.2 0.4 0.0 -0.335
O -6.706 3.606 -1.952 0.0 0.1 -0.2 -0.102
H -8.148 5.259 -0.430 0.0 -0.1 0.1 0.077
H -7.458 4.735 1.122 0.0 0.1 0.0 0.074
H -6.441 5.525 -0.104 0.0 -0.1 0.1 0.072
H -7.780 2.783 -0.419 0.1 0.0 -0.2 0.108
H -6.057 3.036 -0.088 -0.1 -0.1 0.2 0.111
H -5.960 4.210 -2.064 -0.2 -0.1 0.0 0.088
C 11.876 -1.005 0.880 0.0 -0.2 -0.1 -0.091
C 11.411 0.349 0.383 0.1 -0.2 0.3 -0.308
O 10.211 0.730 1.046 -0.2 0.1 0.1 -0.098
H 11.107 -1.762 0.706 0.1 0.1 -0.1 0.078
H 12.795 -1.312 0.374 0.0 0.0 0.1 0.076
H 12.060 -0.979 1.958 0.1 0.0 -0.1 0.074
H 11.207 0.313 -0.689 -0.1 0.1 0.1 0.114
H 12.171 1.115 0.565 0.1 0.0 -0.1 0.111
H 10.400 0.768 1.994 -0.1 0.0 -0.2 0.097
```
Forces are in eV/Å.

For the orbital gap, the calculation gives 6.5 eV. The multiplicity is 1. As for the SMILES: CCCCc1cc(-c2ccccc2)c(NCCC)c2nsnc12.CCO.CCO.CCO.CCO.CCO.CCO.CCO. The value obtained for the HOMO energy is -7.57 eV.